Record 1
Below is a molecular structure, C4H4O2S at a distorted geometry, with properties calculated with the ωB97M-V functional and the def2-TZVPD basis.

The geometry in XYZ format:
```
11
Properties=species:S:1:pos:R:3
C 1.7139 0.9503 0.1353
C 0.8988 -0.0780 -0.0047
C 3.1680 0.8312 0.0929
C -0.4287 -0.5550 0.1595
O 4.0415 1.6614 0.2306
O 2.0489 -1.5302 -0.3575
S 3.5445 -0.9750 -0.1220
H 1.3418 1.9095 0.5108
H -0.9083 0.0883 0.8936
H -0.4467 -1.4614 0.5699
H -1.0352 -0.6915 -0.7100
```

Properties
F_max (eV Å⁻¹): 5.0
E (eV): -19140.0413
LUMO (eV): -0.12
Total charge: 0
Energy above the lowest of the compared OMol25 structures with the same formula, charge and spin (kJ/mol): 284.6
Frontier orbital gap (eV): 8.348



Record 2
Below is C4H4O3 in the gas phase, with properties calculated with the ωB97M-V functional and the def2-TZVPD basis.

The geometry in XYZ format:
```
11
Properties=species:S:1:pos:R:3
C -0.3429 -1.3251 -0.9900
C 0.2259 0.0463 -0.7747
O 0.4358 0.8613 -1.6433
C 0.6418 0.4036 0.6515
O 1.5758 -0.1259 1.2054
C -0.1712 1.4740 1.3724
O -1.1980 1.9106 0.9225
H 0.4460 -2.0653 -0.8118
H -0.7145 -1.4066 -2.0132
H -1.1499 -1.5271 -0.2749
H 0.2512 1.7544 2.3560
```

Properties
F_max (eV Å⁻¹): 0.6
E (eV): -10353.9273
SMILES: CC(=O)C(=O)C=O
LUMO (eV): -1.01
Total charge: 0
Energy above the lowest of the compared OMol25 structures with the same formula, charge and spin (kJ/mol): 124.0
Frontier orbital gap (eV): 8.795



Record 3
Below is C4H4O3 in the gas phase at a distorted geometry, with properties calculated with the ωB97M-V functional and the def2-TZVPD basis.

The geometry in XYZ format:
```
11
Properties=species:S:1:pos:R:3
C 1.2703 -0.0436 -1.2726
C -0.0671 -0.0378 -0.6256
O -1.0551 -0.5062 -1.1464
C -0.3736 0.5850 0.7636
O -0.0050 1.6270 1.2438
C -1.3474 -0.2881 1.5077
O -1.2262 -1.4833 1.5872
H 1.6405 0.9819 -1.2902
H 1.1857 -0.4459 -2.2859
H 1.9709 -0.6630 -0.7053
H -2.0167 0.2203 2.1960
```

Properties
F_max (eV Å⁻¹): 1.7
E (eV): -10353.7777
SMILES: CC(=O)C(=O)C=O
LUMO (eV): -0.85
Total charge: 0
Energy above the lowest of the compared OMol25 structures with the same formula, charge and spin (kJ/mol): 138.4
Frontier orbital gap (eV): 9.016



Record 4
Below is C4H4O3 in the gas phase, with properties calculated with the ωB97M-V functional and the def2-TZVPD basis.

The geometry in XYZ format:
```
11
Properties=species:S:1:pos:R:3
O -2.0047 0.7064 -0.4884
C -1.0767 0.7132 0.3698
C 0.1938 -0.0623 -0.1239
C 0.1020 -1.2460 0.6223
O -0.4098 -1.4459 -0.5328
C 1.3298 0.4009 -0.9643
O 1.9061 1.4219 -0.6860
H -0.7056 1.6426 0.8579
H 0.3365 -1.9072 1.4473
H -1.2613 0.0085 1.3321
H 1.5897 -0.2322 -1.8341
```

Properties
F_max (eV Å⁻¹): 0.6
E (eV): -10348.7941
LUMO (spin up / spin down) (eV): -1.24 / -1.24
Total charge: 0
Energy above the lowest of the compared OMol25 structures with the same formula, charge and spin (kJ/mol): 619.2
Frontier orbital gap (spin up / spin down) (eV): 7.468 / 7.469



Record 5
Below is C4H4O3S in the gas phase at a distorted geometry, with properties calculated with the ωB97M-V functional and the def2-TZVPD basis.

The geometry in XYZ format:
```
12
Properties=species:S:1:pos:R:3
O 2.3361 -0.1683 -0.4745
C 1.4360 0.6094 -0.5753
C 0.3866 0.6219 0.5146
C -0.0691 -0.9098 0.7124
O -0.9817 -1.0477 -0.2700
C -1.5432 0.0721 -0.5602
S -2.8373 0.3121 -1.4528
O -0.9396 1.1241 0.0273
H 1.3335 1.1215 -1.7334
H 0.5548 0.9800 1.5485
H -0.4489 -1.2258 1.6698
H 0.7727 -1.4895 0.5935
```

Properties
F_max (eV Å⁻¹): 3.7
E (eV): -21188.1652
SMILES: O=C[C@@H]1COC(=S)O1
LUMO (eV): 0.07
Total charge: 0
Energy above the lowest of the compared OMol25 structures with the same formula, charge and spin (kJ/mol): 245.6
Frontier orbital gap (eV): 9.021



Record 6
Below is 2 unconnected molecules or ions with the total composition C4H4O4 at a distorted geometry, with properties calculated with the ωB97M-V functional and the def2-TZVPD basis.

The geometry in XYZ format:
```
12
Properties=species:S:1:pos:R:3
C -1.4213 0.3364 -2.6869
C 1.6849 0.6308 1.7399
C -0.1571 -1.0975 1.2235
C 0.6299 -0.0962 0.8335
O -1.9476 1.4607 -2.6339
O 2.8552 0.6686 1.4110
O -1.5209 -0.6047 -3.4799
O 1.0602 1.0962 2.6793
H -0.9396 -1.3754 0.5603
H -0.0515 -1.7451 2.1081
H -0.5633 0.1031 -1.7876
H 0.3710 0.6231 0.0325
```

Properties
F_max (eV Å⁻¹): 3.4
E (eV): -12401.9103
LUMO (eV): 6.67
Total charge: -2
Energy above the lowest of the compared OMol25 structures with the same formula, charge and spin (kJ/mol): 129.4
Frontier orbital gap (eV): 7.653